[1]
{"formula": "C46H128N10O18P2", "method": "ωB97M-V/def2-TZVPD", "homo_ha": -0.322, "total_energy_ha": -4413.6616, "charge": 0, "multiplicity": 1, "lumo_energy_ev": 0.3, "homo_lumo_gap_ev": 9.108, "symbols": ["C", "C", "C", "O", "C", "N", "H", "H", "H", "H", "H", "H", "H", "H", "H", "H", "H", "C", "C", "C", "O", "C", "N", "H", "H", "H", "H", "H", "H", "H", "H", "H", "H", "H", "C", "C", "C", "O", "C", "N", "H", "H", "H", "H", "H", "H", "H", "H", "H", "H", "H", "C", "C", "C", "O", "C", "N", "H", "H", "H", "H", "H", "H", "H", "H", "H", "H", "H", "C", "C", "C", "O", "C", "N", "H", "H", "H", "H", "H", "H", "H", "H", "H", "H", "H", "C", "C", "C", "O", "C", "N", "H", "H", "H", "H", "H", "H", "H", "H", "H", "H", "H", "C", "C", "C", "O", "C", "N", "H", "H", "H", "H", "H", "H", "H", "H", "H", "H", "H", "C", "C", "C", "O", "C", "N", "H", "H", "H", "H", "H", "H", "H", "H", "H", "H", "H", "C", "C", "C", "O", "C", "N", "H", "H", "H", "H", "H", "H", "H", "H", "H", "H", "H", "C", "C", "C", "O", "C", "N", "H", "H", "H", "H", "H", "H", "H", "H", "H", "H", "H", "C", "O", "P", "O", "O", "C", "O", "C", "H", "H", "H", "H", "H", "H", "H", "H", "H", "C", "O", "P", "O", "O", "C", "O", "C", "H", "H", "H", "H", "H", "H", "H", "H", "H"], "positions_angstrom": [[-7.200, 4.878, -1.590], [-6.757, 6.305, -1.371], [-5.231, 6.475, -1.366], [-4.688, 5.754, -0.206], [-3.256, 5.510, -0.360], [-7.456, 7.023, -2.439], [-6.675, 4.336, -0.803], [-7.007, 4.544, -2.609], [-8.279, 5.029, -1.601], [-7.227, 6.530, -0.414], [-4.898, 7.513, -1.355], [-4.944, 6.109, -2.351], [-3.074, 5.251, -1.403], [-2.914, 4.664, 0.236], [-2.773, 6.381, 0.084], [-8.462, 7.094, -2.388], [-7.003, 7.919, -2.327], [-0.800, 1.154, -5.525], [-0.150, 0.180, -4.581], [0.917, -0.795, -5.219], [2.182, -0.190, -5.613], [2.872, -0.758, -6.698], [0.690, 0.974, -3.711], [-1.562, 0.739, -6.185], [-0.098, 1.644, -6.200], [-1.309, 1.872, -4.882], [-0.900, -0.524, -4.220], [0.479, -1.164, -6.147], [1.233, -1.647, -4.618], [2.428, -0.667, -7.689], [3.032, -1.817, -6.494], [3.869, -0.376, -6.915], [1.010, 1.782, -4.225], [1.434, 0.428, -3.298], [4.492, -0.620, 0.451], [4.912, 0.754, 0.096], [3.941, 1.531, -0.838], [4.545, 2.218, -1.938], [3.690, 3.058, -2.710], [5.390, 1.490, 1.116], [4.140, -1.109, -0.457], [3.653, -0.583, 1.146], [5.263, -1.020, 1.110], [5.824, 0.530, -0.457], [3.336, 2.198, -0.225], [3.404, 0.760, -1.391], [2.896, 2.582, -3.286], [4.346, 3.652, -3.347], [3.251, 3.869, -2.129], [4.631, 1.899, 1.641], [5.810, 2.385, 0.912], [-1.190, 1.691, 5.669], [-1.817, 0.353, 5.495], [-3.009, 0.408, 4.359], [-4.057, 1.279, 4.741], [-5.256, 1.393, 3.897], [-0.799, -0.596, 5.178], [-0.953, 1.941, 6.704], [-1.953, 2.404, 5.356], [-0.240, 1.958, 5.207], [-2.240, -0.002, 6.435], [-3.393, -0.563, 4.048], [-2.565, 0.750, 3.424], [-5.648, 0.404, 3.658], [-4.937, 1.773, 2.927], [-6.065, 1.950, 4.370], [-0.186, -0.707, 5.973], [-1.034, -1.548, 4.938], [3.056, -4.879, -3.451], [4.401, -4.926, -2.905], [4.415, -5.607, -1.460], [5.626, -5.414, -0.751], [5.826, -4.130, -0.155], [5.252, -5.690, -3.827], [2.554, -5.761, -3.052], [3.069, -4.809, -4.539], [2.574, -3.981, -3.066], [4.864, -3.943, -2.995], [4.278, -6.684, -1.556], [3.555, -5.200, -0.928], [5.968, -4.254, 0.919], [4.966, -3.467, -0.249], [6.612, -3.496, -0.563], [5.025, -5.245, -4.705], [6.198, -5.377, -3.663], [2.113, 3.761, 2.817], [3.039, 4.049, 4.065], [2.332, 4.739, 5.309], [3.203, 4.997, 6.316], [2.623, 5.945, 7.205], [3.704, 2.848, 4.590], [1.165, 3.241, 2.954], [2.660, 3.353, 1.967], [1.714, 4.710, 2.459], [3.774, 4.771, 3.708], [1.565, 4.068, 5.696], [2.127, 5.768, 5.013], [3.334, 6.199, 7.991], [1.765, 5.474, 7.686], [2.419, 6.906, 6.732], [3.035, 2.229, 5.024], [4.471, 2.899, 5.245], [2.410, -4.822, 2.431], [3.147, -4.452, 3.755], [2.782, -2.988, 4.353], [3.196, -1.922, 3.539], [2.888, -0.656, 4.123], [3.050, -5.400, 4.812], [2.745, -4.204, 1.598], [1.380, -4.592, 2.701], [2.425, -5.870, 2.131], [4.203, -4.481, 3.489], [3.109, -2.935, 5.391], [1.702, -2.919, 4.478], [3.481, -0.450, 5.014], [1.830, -0.478, 4.310], [3.279, -0.073, 3.289], [2.154, -5.407, 5.278], [3.736, -5.277, 5.543], [0.528, 4.848, -1.782], [0.194, 6.344, -1.641], [1.337, 7.387, -1.960], [1.718, 7.279, -3.355], [3.011, 7.676, -3.818], [-0.990, 6.669, -2.476], [1.257, 4.444, -1.079], [0.974, 4.498, -2.713], [-0.258, 4.134, -1.535], [-0.039, 6.658, -0.624], [2.205, 7.235, -1.318], [1.011, 8.427, -1.958], [3.292, 7.581, -4.867], [3.639, 7.037, -3.197], [3.277, 8.663, -3.440], [-1.041, 7.668, -2.613], [-0.805, 6.319, -3.405], [-2.057, -5.030, -0.569], [-1.005, -6.097, -0.492], [0.057, -6.131, -1.558], [-0.606, -6.252, -2.834], [-0.849, -7.603, -3.323], [-0.335, -5.892, 0.748], [-2.879, -4.898, 0.135], [-2.611, -5.138, -1.501], [-1.491, -4.107, -0.698], [-1.381, -7.117, -0.576], [0.795, -6.926, -1.457], [0.610, -5.191, -1.561], [-1.210, -8.299, -2.566], [0.037, -8.159, -3.630], [-1.488, -7.611, -4.206], [0.331, -6.641, 0.877], [-0.990, -6.056, 1.499], [-1.191, 2.202, 1.186], [-0.192, 1.520, 0.242], [0.208, 0.024, 0.586], [1.385, -0.339, -0.132], [1.390, -1.690, -0.633], [-0.808, 1.583, -1.082], [-0.746, 2.238, 2.180], [-2.082, 1.579, 1.256], [-1.467, 3.250, 1.074], [0.759, 2.047, 0.179], [-0.739, -0.506, 0.480], [0.589, 0.026, 1.608], [2.130, -1.914, -1.401], [0.408, -2.125, -0.820], [1.798, -2.392, 0.094], [-1.083, 2.550, -1.177], [-0.128, 1.413, -1.809], [-0.795, -6.809, 4.231], [-0.861, -5.452, 3.775], [-2.299, -4.621, 3.924], [-3.092, -4.760, 5.155], [-1.757, -3.119, 3.734], [-1.025, -2.617, 2.475], [-2.997, -4.893, 2.486], [-3.994, -5.910, 2.583], [-1.738, -7.306, 4.460], [-0.366, -6.785, 5.233], [-0.248, -7.477, 3.566], [-0.329, -3.371, 2.109], [-0.480, -1.715, 2.751], [-1.675, -2.402, 1.627], [-3.919, -6.567, 3.449], [-3.876, -6.648, 1.789], [-5.009, -5.513, 2.561], [-7.071, -1.778, -3.502], [-6.063, -1.327, -4.418], [-5.210, 0.088, -4.132], [-5.906, 1.210, -3.475], [-3.842, -0.449, -3.359], [-3.809, -1.009, -2.065], [-4.623, 0.376, -5.617], [-4.160, 1.747, -5.950], [-6.783, -2.020, -2.479], [-7.621, -2.525, -4.074], [-7.765, -0.939, -3.445], [-2.916, -0.664, -1.542], [-3.749, -2.065, -2.327], [-4.712, -1.066, -1.457], [-3.112, 1.775, -6.250], [-4.333, 2.410, -5.102], [-4.798, 2.211, -6.702]], "mulliken_charge": [-1.48, 0.52, -0.58, -0.47, -0.14, -0.72, 0.37, 0.37, 0.31, 0.24, 0.33, 0.35, 0.31, -0.14, 0.29, 0.25, 0.22, -1.64, 0.88, -1.23, -0.25, -0.83, 0.20, 0.45, 0.26, 0.45, -0.12, 0.66, 0.35, 0.32, 0.25, 0.28, 0.04, -0.18, -0.59, 0.41, 0.90, -0.57, -0.28, -0.63, 0.16, -0.48, 0.36, 0.32, -0.36, -0.14, -0.11, 0.44, 0.14, -0.08, 0.40, -1.44, 0.47, -0.25, -0.40, -0.69, -0.18, 0.40, 0.41, 0.06, 0.38, 0.51, -0.13, 0.29, 0.25, 0.25, 0.29, -0.12, -1.01, 0.74, -0.52, -0.45, -0.34, -0.88, 0.01, 0.58, -0.06, 0.37, 0.42, 0.10, 0.36, -0.16, 0.32, 0.29, 0.29, -0.38, 0.01, -0.62, -0.33, -0.73, -0.44, -0.08, -0.21, 0.45, 0.39, 0.22, 0.46, 0.27, 0.29, 0.31, 0.15, 0.28, -0.09, 0.46, -0.43, -0.14, -0.51, -0.74, -0.13, -0.50, 0.45, 0.26, 0.28, 0.00, 0.47, 0.10, 0.11, 0.21, 0.30, -0.76, 0.47, -1.09, -0.30, -0.79, -0.56, 0.21, 0.54, -0.15, 0.25, 0.49, 0.39, 0.26, 0.30, 0.32, 0.27, 0.27, -1.12, 0.96, -0.59, -0.30, -0.84, -0.08, 0.21, 0.42, -0.14, 0.37, 0.41, -0.21, 0.33, 0.31, 0.28, 0.34, -0.34, -1.13, 1.33, -0.33, 0.68, -1.25, -0.38, 0.03, 0.42, 0.18, -0.34, -0.51, 0.17, 0.36, 0.31, 0.22, -0.12, 0.16, -0.92, -0.01, 0.86, -0.77, -0.39, 0.49, -0.13, -0.96, 0.37, 0.30, 0.29, -0.17, -0.33, 0.36, 0.39, 0.34, 0.29, -0.69, -0.33, 0.76, -0.53, -0.06, -0.66, -0.33, -0.60, 0.25, 0.28, 0.31, 0.04, 0.39, 0.35, 0.18, 0.31, 0.31]}

=====

[2]
{"formula": "C46H130N8O15", "method": "ωB97M-V/def2-TZVPD", "homo_ha": -0.314, "total_energy_ha": -3396.9406, "charge": 0, "e_above_lowest_ev": 3.901, "multiplicity": 1, "lumo_energy_ev": 0.5, "homo_lumo_gap_ev": 9.020, "symbols": ["C", "C", "C", "O", "C", "N", "H", "H", "H", "H", "H", "H", "H", "H", "H", "H", "H", "C", "C", "C", "O", "C", "N", "H", "H", "H", "H", "H", "H", "H", "H", "H", "H", "H", "C", "C", "C", "O", "C", "N", "H", "H", "H", "H", "H", "H", "H", "H", "H", "H", "H", "C", "C", "C", "O", "C", "N", "H", "H", "H", "H", "H", "H", "H", "H", "H", "H", "H", "C", "C", "C", "O", "C", "N", "H", "H", "H", "H", "H", "H", "H", "H", "H", "H", "H", "C", "C", "C", "O", "C", "N", "H", "H", "H", "H", "H", "H", "H", "H", "H", "H", "H", "C", "C", "C", "O", "C", "N", "H", "H", "H", "H", "H", "H", "H", "H", "H", "H", "H", "C", "C", "C", "O", "C", "N", "H", "H", "H", "H", "H", "H", "H", "H", "H", "H", "H", "C", "C", "O", "H", "H", "H", "H", "H", "H", "C", "C", "O", "H", "H", "H", "H", "H", "H", "C", "C", "O", "H", "H", "H", "H", "H", "H", "C", "C", "O", "H", "H", "H", "H", "H", "H", "C", "C", "O", "H", "H", "H", "H", "H", "H", "C", "C", "O", "H", "H", "H", "H", "H", "H", "C", "C", "O", "H", "H", "H", "H", "H", "H"], "positions_angstrom": [[-23.621, -4.506, 15.205], [-24.038, -4.778, 13.794], [-23.835, -3.515, 12.945], [-24.239, -3.661, 11.576], [-23.867, -2.701, 10.674], [-23.239, -5.990, 13.217], [-24.362, -3.935, 15.771], [-22.648, -3.974, 15.210], [-23.507, -5.484, 15.701], [-25.019, -5.132, 13.767], [-22.763, -3.247, 12.922], [-24.392, -2.721, 13.437], [-24.121, -3.122, 9.719], [-22.771, -2.558, 10.822], [-24.418, -1.755, 10.876], [-23.104, -5.876, 12.221], [-22.340, -6.016, 13.677], [-21.943, -11.769, 6.329], [-21.544, -11.691, 4.858], [-20.086, -12.105, 4.720], [-19.180, -11.157, 5.284], [-17.834, -11.353, 5.113], [-22.409, -12.557, 3.982], [-21.187, -11.160, 6.830], [-22.016, -12.803, 6.730], [-22.976, -11.331, 6.448], [-21.526, -10.607, 4.612], [-19.800, -12.322, 3.676], [-19.881, -13.098, 5.217], [-17.563, -11.185, 4.077], [-17.489, -12.296, 5.378], [-17.387, -10.599, 5.776], [-21.992, -12.582, 3.027], [-23.368, -12.156, 3.896], [-25.887, -9.521, 5.204], [-26.593, -10.851, 5.094], [-27.667, -10.910, 4.003], [-26.941, -10.973, 2.790], [-27.713, -11.344, 1.696], [-25.639, -11.948, 4.833], [-25.109, -9.593, 5.953], [-26.535, -8.710, 5.572], [-25.457, -9.139, 4.233], [-27.143, -11.013, 6.075], [-28.193, -9.979, 4.116], [-28.352, -11.736, 4.044], [-28.363, -10.518, 1.441], [-28.267, -12.302, 1.892], [-26.961, -11.431, 0.879], [-25.988, -12.796, 5.234], [-25.727, -12.136, 3.843], [-25.250, -6.368, 7.594], [-25.076, -5.639, 6.245], [-23.965, -6.289, 5.393], [-22.889, -6.796, 6.082], [-22.125, -7.823, 5.449], [-26.247, -5.585, 5.406], [-26.315, -6.322, 7.874], [-24.666, -5.881, 8.391], [-24.940, -7.382, 7.530], [-24.707, -4.651, 6.575], [-23.493, -5.550, 4.697], [-24.418, -7.069, 4.809], [-21.562, -7.532, 4.574], [-22.707, -8.759, 5.333], [-21.300, -8.075, 6.198], [-26.931, -4.906, 5.865], [-26.689, -6.525, 5.327], [-29.860, -7.793, 5.130], [-29.740, -8.881, 6.148], [-30.185, -8.422, 7.549], [-29.146, -7.539, 8.014], [-28.231, -8.091, 8.897], [-30.330, -10.167, 5.739], [-29.270, -6.875, 5.323], [-30.857, -7.415, 4.910], [-29.427, -8.195, 4.243], [-28.676, -9.041, 6.366], [-30.143, -9.258, 8.273], [-31.119, -7.905, 7.611], [-27.968, -7.304, 9.601], [-27.352, -8.465, 8.406], [-28.720, -8.904, 9.466], [-31.242, -10.093, 5.409], [-30.187, -10.834, 6.468], [-23.125, -10.114, 13.352], [-22.666, -10.451, 14.727], [-21.584, -9.526, 15.148], [-20.941, -10.052, 16.307], [-20.154, -9.100, 16.990], [-23.817, -10.502, 15.613], [-23.551, -9.076, 13.380], [-24.037, -10.592, 13.004], [-22.383, -10.154, 12.589], [-22.187, -11.469, 14.754], [-22.021, -8.568, 15.462], [-20.854, -9.380, 14.322], [-20.780, -8.263, 17.371], [-19.331, -8.742, 16.397], [-19.762, -9.606, 17.882], [-24.466, -9.734, 15.409], [-23.501, -10.294, 16.582], [-21.154, -8.969, 9.416], [-22.598, -8.561, 9.601], [-23.311, -9.829, 9.532], [-24.744, -9.662, 9.708], [-25.427, -10.855, 9.435], [-22.921, -7.735, 10.782], [-20.993, -9.863, 10.049], [-20.437, -8.191, 9.788], [-21.038, -9.329, 8.375], [-22.885, -7.909, 8.751], [-22.931, -10.578, 10.233], [-23.201, -10.257, 8.554], [-25.772, -10.897, 8.387], [-26.233, -10.910, 10.121], [-24.689, -11.668, 9.566], [-22.477, -8.027, 11.625], [-23.949, -7.717, 10.893], [-17.019, -9.187, 9.678], [-17.478, -10.409, 10.419], [-16.813, -11.628, 9.878], [-17.235, -11.884, 8.563], [-18.157, -12.918, 8.422], [-17.101, -10.245, 11.857], [-17.229, -9.297, 8.585], [-15.910, -9.057, 9.763], [-17.612, -8.339, 9.989], [-18.543, -10.566, 10.349], [-16.908, -12.523, 10.558], [-15.721, -11.472, 9.892], [-18.144, -13.244, 7.362], [-19.151, -12.631, 8.769], [-17.999, -13.779, 9.102], [-16.083, -10.339, 11.967], [-17.595, -10.860, 12.440], [-27.751, -4.234, 10.346], [-27.960, -4.152, 11.832], [-26.762, -3.845, 12.518], [-26.944, -4.939, 10.119], [-27.509, -3.167, 10.004], [-28.607, -4.690, 9.889], [-28.276, -5.090, 12.306], [-28.674, -3.368, 12.160], [-26.012, -3.785, 11.899], [-22.392, -13.020, 11.633], [-21.036, -12.254, 11.423], [-20.060, -13.282, 11.184], [-22.237, -13.863, 11.011], [-23.297, -12.501, 11.343], [-22.568, -13.272, 12.677], [-20.789, -11.583, 12.227], [-21.035, -11.686, 10.483], [-20.119, -13.767, 11.979], [-26.929, -7.922, 13.250], [-26.378, -7.865, 14.659], [-24.991, -7.692, 14.793], [-26.418, -7.201, 12.636], [-27.996, -7.623, 13.192], [-26.817, -8.913, 12.775], [-26.682, -8.820, 15.183], [-26.930, -7.099, 15.189], [-24.650, -7.157, 14.075], [-23.791, -14.424, 8.297], [-24.631, -14.098, 7.061], [-25.910, -13.521, 7.521], [-22.763, -14.792, 8.039], [-24.435, -15.077, 8.900], [-23.573, -13.520, 8.889], [-24.736, -14.967, 6.398], [-24.201, -13.290, 6.435], [-26.496, -14.301, 7.472], [-28.906, -13.266, 8.809], [-29.083, -14.038, 7.545], [-28.201, -15.103, 7.417], [-27.887, -12.806, 8.868], [-28.959, -13.839, 9.750], [-29.554, -12.412, 8.761], [-28.901, -13.321, 6.753], [-30.092, -14.500, 7.491], [-28.411, -15.777, 8.085], [-21.404, -4.584, 8.170], [-20.614, -5.729, 8.679], [-20.874, -5.805, 10.084], [-21.356, -4.333, 7.120], [-21.194, -3.783, 8.863], [-22.459, -4.822, 8.387], [-19.540, -5.658, 8.471], [-20.981, -6.730, 8.322], [-21.735, -6.262, 10.235], [-18.874, -6.173, 12.263], [-18.778, -7.236, 13.283], [-19.164, -8.586, 12.891], [-18.036, -6.326, 11.605], [-18.938, -5.192, 12.643], [-19.797, -6.325, 11.740], [-19.356, -7.070, 14.169], [-17.750, -7.345, 13.672], [-18.404, -8.894, 12.389]], "mulliken_charge": [-1.75, 0.82, -1.37, 0.04, -0.69, 0.20, 0.44, 0.40, 0.33, 0.35, 0.68, 0.38, 0.07, 0.29, 0.23, -0.37, -0.07, -0.06, 0.94, -0.97, -0.18, -0.91, -0.71, 0.17, 0.00, -0.40, -0.13, 0.48, 0.29, 0.30, 0.44, 0.17, 0.34, 0.12, -0.43, 1.03, -0.70, -0.36, -0.82, -0.02, -0.37, -0.58, 0.52, -0.28, -0.18, 0.70, 0.30, 0.31, 0.25, 0.08, 0.42, 0.91, -0.31, -0.95, 0.06, -0.46, -0.64, 0.15, -0.38, -0.50, 0.51, 0.26, 0.34, 0.51, -0.10, 0.09, 0.37, 0.22, -1.59, 1.89, -0.95, -0.30, -0.23, -0.41, 0.20, 0.40, 0.43, -0.69, 0.18, 0.39, -0.09, 0.04, 0.46, 0.22, 0.11, 0.73, 0.57, 0.23, -0.44, -0.67, -0.84, -0.63, 0.54, -0.68, 0.01, 0.17, -0.17, 0.28, 0.22, 0.29, 0.14, 0.36, -0.48, 2.24, 0.74, 0.19, -0.11, 0.98, -0.75, 0.30, -0.06, -1.05, -1.27, -0.30, -0.46, 0.53, -0.18, -0.30, -0.05, -1.22, 2.24, -1.09, -0.23, -0.45, -0.58, 0.15, 0.40, 0.09, -1.02, 0.36, 0.39, 0.13, -0.01, 0.37, 0.24, 0.18, -0.88, -0.09, -0.50, 0.04, 0.31, 0.48, 0.14, 0.27, 0.26, -1.45, 1.53, -0.48, 0.75, 0.09, 0.31, 0.06, -0.82, 0.32, -0.65, -0.39, -0.31, 0.02, 0.42, 0.20, 0.38, 0.35, -0.14, -0.91, 0.20, -0.15, 0.45, 0.38, -0.07, 0.43, -0.33, 0.22, -0.66, -0.08, -0.58, -0.07, 0.38, 0.31, -0.01, 0.32, 0.30, -0.68, 0.53, -0.42, 0.40, 0.36, -0.28, 0.39, -0.49, -0.21, -0.77, -0.41, -0.09, 0.30, 0.51, -0.11, 0.42, 0.32, 0.00]}